A cluster of 2 separate species, C10H22Cl4N3O in total. Source: OMol25; level of theory: ωB97M-V with the def2-TZVPD basis set.

Summary:
charge = +1
relative energy (zero: lowest compared OMol25 entry of this formula, charge and spin) = 5.0350 eV
orbital gap = 0.3353 hartree

Each line ends with the Mulliken charge.
Element x y z (Å)
C -4.10920 -2.27123 -2.17588  -0.901
C -2.55518 -1.78455 -1.80075  -0.025
C -1.58814 -2.01027 -3.10538  -0.684
C 0.01254 -2.03467 -2.73259  -0.151
O 0.53759 -0.63027 -2.79787  -0.201
N 1.70575 -0.69917 -2.09773  -0.253
C 1.50572 0.13067 -0.84049  0.111
N 0.86099 1.49222 -0.97717  -0.319
N 1.90388 -0.33707 0.38867  0.059
C 1.71525 0.46802 1.65547  0.296
C 2.78723 1.69532 1.87054  -0.947
C 1.99805 -0.59985 2.91144  -0.729
C 1.79785 0.11854 4.39529  -0.994
H -4.82133 -1.31633 -2.15093  0.251
H -4.09123 -2.77267 -3.25750  0.289
H -4.53284 -3.05062 -1.40528  0.254
H -2.10882 -2.40571 -0.88484  0.283
H -2.56350 -0.62504 -1.57263  -0.026
H -1.86236 -1.16863 -3.88576  0.272
H -1.89673 -3.04554 -3.61133  0.381
H 0.20527 -2.37288 -1.60431  0.167
H 0.59875 -2.71250 -3.49732  0.282
H 2.49145 -0.30700 -2.69553  0.315
H 1.48527 2.26898 -0.68326  0.310
H -0.08759 1.54685 -0.54576  0.067
H 2.33419 -1.30894 0.44707  0.391
H 0.58079 0.79317 1.78922  0.037
H 2.87938 2.43815 0.97484  0.307
H 2.39765 2.33309 2.79346  0.274
H 3.82416 1.18615 2.16568  0.281
H 3.14297 -0.93455 2.88675  0.354
H 1.36427 -1.58388 2.77951  0.365
H 0.77521 0.67783 4.50721  0.278
H 1.88204 -0.72214 5.23731  0.322
H 2.74099 0.82489 4.57661  0.284
C -2.26206 3.74391 0.58865  0.341
Cl -2.99101 4.31605 -0.93316  -0.069
Cl -3.30688 4.20281 1.95704  -0.070
Cl -2.09513 1.97081 0.53738  -0.104
Cl -0.65526 4.48604 0.79334  -0.099

Force components x, y, z for each atom (eV/Å):
0.236 0.392 0.045
0.007 -0.171 -0.424
-0.394 -0.330 0.111
-1.308 -0.501 -0.102
-1.319 -1.655 -0.327
1.987 1.958 2.675
0.476 0.987 1.044
0.950 -2.638 0.413
-0.947 0.985 -3.428
0.061 -0.358 2.853
-0.335 -0.230 0.524
0.650 0.105 0.219
0.860 -0.748 0.033
1.509 -2.249 -0.267
-0.250 1.207 2.418
0.955 1.560 -1.544
-1.077 1.451 -1.919
0.074 -2.424 -0.161
0.914 -1.691 1.471
0.922 2.192 1.148
-0.603 0.393 -2.596
-1.009 1.443 1.651
-1.118 -0.329 1.142
-0.642 -1.004 -0.022
1.135 -0.026 -0.339
-0.682 1.673 -0.203
2.486 -0.523 -0.767
-0.037 -1.583 1.587
0.875 -1.473 -2.002
-2.198 1.380 -0.837
-2.405 0.710 -0.183
0.995 2.093 0.315
2.067 -1.013 -0.273
-0.350 1.834 -1.955
-2.357 -1.341 -0.382
-0.336 0.588 -0.025
0.280 -0.257 0.486
0.396 -0.240 -0.455
-0.211 0.054 0.110
-0.256 -0.220 -0.038